(1)
# C50H45NO11P2RbS2

A molecular structure, C50H45NO11P2RbS2 at a distorted geometry (wB97M-V/def2-TZVPD, OMol25).

ORCA input file:
```
! RIJCOSX wB97M-V def2-TZVPD def2/J DEFGRID3
* xyz -1 1
Rb 1.271 -1.109 -0.690
C 0.632 4.437 6.454
C 0.645 3.894 5.048
C 0.234 4.680 3.974
C 0.246 4.178 2.682
C 0.671 2.880 2.470
C 1.110 2.079 3.516
C 1.084 2.595 4.802
S 0.707 2.222 0.792
O 0.727 3.382 -0.130
C -0.991 1.582 0.832
C -1.183 0.495 1.720
C -2.419 -0.050 1.872
C -3.522 0.446 1.133
C -4.810 -0.123 1.263
C -5.852 0.319 0.499
C -5.648 1.354 -0.434
C -4.417 1.933 -0.572
C -3.320 1.501 0.211
C -2.015 2.077 0.063
C -1.860 3.188 -0.927
C -2.322 4.490 -0.586
C -2.854 4.786 0.694
C -3.278 6.047 1.004
C -3.195 7.083 0.050
C -2.689 6.828 -1.192
C -2.243 5.531 -1.545
C -1.719 5.250 -2.828
C -1.290 3.994 -3.139
C -1.372 2.962 -2.187
S -0.620 1.372 -2.636
O -0.174 1.578 -4.043
C -2.140 0.423 -2.724
C -3.059 0.690 -3.721
C -4.208 -0.078 -3.813
C -4.444 -1.116 -2.917
C -5.694 -1.950 -2.996
C -3.496 -1.378 -1.932
C -2.344 -0.618 -1.837
H 0.225 5.448 6.482
H 1.641 4.466 6.868
H 0.028 3.806 7.107
H -0.095 5.698 4.150
H -0.050 4.786 1.834
H 1.456 1.065 3.331
H 1.419 1.976 5.627
H -0.322 0.096 2.251
H -2.570 -0.880 2.553
H -4.949 -0.929 1.975
H -6.834 -0.127 0.600
H -6.471 1.687 -1.054
H -4.269 2.716 -1.304
H -2.912 3.997 1.434
H -3.679 6.256 1.988
H -3.532 8.079 0.308
H -2.617 7.617 -1.932
H -1.657 6.051 -3.555
H -0.864 3.753 -4.104
H -2.858 1.484 -4.431
H -4.929 0.128 -4.596
H -6.336 -1.626 -3.814
H -6.260 -1.879 -2.064
H -5.448 -3.002 -3.153
H -3.658 -2.189 -1.232
H -1.614 -0.840 -1.065
O 3.340 -2.052 0.400
C 3.614 -2.136 1.796
C 2.587 -1.178 2.546
O 2.765 -1.053 3.761
O 1.679 -0.673 1.836
C 5.034 -1.685 2.094
C 5.555 -1.785 3.385
C 6.848 -1.368 3.655
C 7.646 -0.843 2.645
C 7.133 -0.736 1.363
C 5.835 -1.154 1.090
C 3.358 -3.576 2.234
C 4.374 -4.527 2.225
C 4.103 -5.858 2.513
C 2.810 -6.257 2.813
C 1.789 -5.316 2.820
C 2.061 -3.988 2.532
H 3.710 -2.801 -0.090
H 4.926 -2.175 4.172
H 7.238 -1.450 4.663
H 8.656 -0.518 2.860
H 7.741 -0.324 0.566
H 5.436 -1.061 0.089
H 5.389 -4.224 1.997
H 4.907 -6.584 2.503
H 2.596 -7.295 3.038
H 0.774 -5.619 3.048
H 1.263 -3.257 2.535
N -0.190 -4.507 -4.038
C 0.998 -3.565 -4.167
C 1.799 -3.896 -5.411
P 1.880 -3.838 -2.555
O 2.375 -5.392 -2.805
O 0.762 -3.892 -1.559
O 3.077 -2.976 -2.402
P 0.141 -1.895 -4.257
O 0.918 -1.132 -5.446
O -1.244 -2.291 -4.696
O 0.384 -1.168 -2.982
H -0.015 -5.427 -4.431
H -0.981 -3.961 -4.481
H -0.352 -4.572 -3.017
H 2.145 -4.932 -5.387
H 2.669 -3.243 -5.453
H 1.213 -3.728 -6.318
H 3.331 -5.392 -2.924
H 0.932 -0.191 -5.191
*
```

Output
Energy above the lowest of the compared OMol25 structures with the same formula, charge and spin ... 18.1 kJ/mol
Lowest unoccupied orbital energy ... 1.999 eV
HOMO level ... -5.897 eV

Here are the Löwdin charges for atoms 1 to 99, given in e: 1.068 -0.059 -0.276 -0.042 -0.062 -0.347 -0.049 -0.024 1.027 -0.478 -0.279 -0.062 -0.003 -0.162 -0.038 -0.088 -0.071 -0.007 -0.116 -0.134 -0.161 -0.107 -0.017 -0.080 -0.091 -0.040 -0.153 -0.016 -0.046 -0.282 1.019 -0.491 -0.365 -0.048 -0.032 -0.270 -0.048 -0.025 -0.084 0.068 0.079 0.078 0.106 0.107 0.085 0.120 0.090 0.120 0.111 0.099 0.104 0.124 0.122 0.100 0.096 0.108 0.111 0.105 0.119 0.109 0.071 0.072 0.080 0.124 0.095 -0.193 -0.323 -0.628 0.022 -0.212 -0.146 -0.032 -0.085 -0.112 -0.091 -0.013 -0.125 -0.022 -0.088 -0.103 -0.073 0.003 0.089 0.118 0.096 0.091 0.095 0.115 0.118 0.096 0.093 0.099 0.124 0.134 -0.481 -0.087 0.255 -0.168 -0.376

(2)
# C50H46B2BrF4HfN8O4S3

A molecular structure, C50H46B2BrF4HfN8O4S3 at a distorted geometry (wB97M-V/def2-TZVPD, OMol25).

ORCA input file:
```
! RIJCOSX wB97M-V def2-TZVPD def2/J DEFGRID3
* xyz 3 1
Hf -1.267 0.478 -1.871
C 0.431 -2.144 -5.137
C -0.069 -1.050 -4.272
N -0.877 -1.179 -3.284
O -1.426 -2.358 -2.919
B -2.800 -2.049 -2.334
F -3.548 -3.147 -2.378
F -3.240 -0.909 -3.053
O -2.703 -1.528 -0.873
N -2.999 -0.167 -0.744
C -4.157 0.339 -0.966
C -5.447 -0.380 -1.042
C -4.038 1.791 -1.410
N -2.886 2.002 -1.944
O -2.614 3.123 -2.647
B -1.801 2.702 -3.880
F -2.262 1.377 -4.160
F -1.964 3.615 -4.827
O -0.309 2.499 -3.575
N 0.019 1.148 -3.493
C 0.162 0.425 -4.547
C 0.292 0.927 -5.930
C -5.166 2.754 -1.414
H 0.235 -3.108 -4.674
H 1.500 -2.025 -5.314
H -0.069 -2.116 -6.107
H -5.574 -0.756 -2.063
H -6.281 0.282 -0.819
H -5.447 -1.237 -0.368
H -0.674 0.800 -6.431
H 1.027 0.343 -6.481
H 0.552 1.983 -5.939
H -5.728 2.689 -0.483
H -5.851 2.523 -2.235
H -4.790 3.764 -1.561
N 0.559 -0.326 -1.111
S 1.647 -1.279 -0.855
N 2.169 -1.386 0.705
S 1.200 -1.350 1.902
N -0.097 -0.474 1.781
S -0.384 1.074 1.758
N -1.008 1.448 0.375
C 0.954 2.149 2.133
C 0.804 3.191 3.042
C 1.822 4.129 3.145
C 2.947 4.033 2.341
C 3.063 3.010 1.409
C 2.061 2.065 1.288
C -1.547 1.192 3.079
C -2.886 1.014 2.760
C -3.813 0.925 3.789
C -3.394 1.007 5.108
C -2.046 1.155 5.412
C -1.105 1.229 4.399
C 2.218 -0.902 3.264
C 3.524 -0.475 3.065
C 4.273 -0.123 4.179
C 3.718 -0.198 5.447
C 2.411 -0.635 5.627
C 1.646 -1.000 4.532
C 0.536 -2.933 2.298
C -0.795 -3.109 2.659
C -1.219 -4.391 2.978
C -0.329 -5.454 2.937
C 0.998 -5.257 2.579
C 1.445 -3.988 2.255
C 3.212 -0.869 -1.563
C 4.373 -1.552 -1.210
C 5.569 -1.161 -1.783
C 5.605 -0.094 -2.675
C 4.448 0.593 -2.997
C 3.234 0.204 -2.440
C 1.259 -2.925 -1.356
C 0.012 -3.397 -0.953
C -0.365 -4.680 -1.304
C 0.484 -5.466 -2.072
C 1.708 -4.971 -2.498
C 2.111 -3.691 -2.140
H -0.091 3.301 3.634
H 1.722 4.944 3.847
H 3.731 4.772 2.429
H 3.929 2.960 0.764
H 2.122 1.300 0.528
H -3.190 0.930 1.728
H -4.859 0.790 3.563
H -4.119 0.947 5.906
H -1.727 1.214 6.442
H -0.055 1.326 4.640
H 3.944 -0.434 2.075
H 5.295 0.201 4.055
H 4.314 0.068 6.308
H 1.998 -0.714 6.622
H 0.643 -1.373 4.666
H -1.477 -2.277 2.681
H -2.246 -4.559 3.263
H -0.670 -6.447 3.189
H 1.682 -6.091 2.552
H 2.474 -3.824 1.973
H 4.346 -2.369 -0.505
H 6.480 -1.682 -1.528
H 6.546 0.206 -3.112
H 4.487 1.436 -3.670
H 2.326 0.745 -2.647
H -0.676 -2.759 -0.415
H -1.330 -5.057 -1.003
H 0.182 -6.462 -2.357
H 2.354 -5.579 -3.113
H 3.061 -3.311 -2.483
Br -1.250 7.436 -0.843
C -1.167 5.610 -0.434
C -2.125 5.049 0.408
C -2.080 3.698 0.709
C -1.072 2.902 0.168
C -0.117 3.471 -0.663
C -0.161 4.822 -0.974
H -2.905 5.671 0.822
H -2.836 3.282 1.353
H 0.687 2.860 -1.064
H 0.578 5.255 -1.629
*
```

Output
Lowest unoccupied orbital energy ... -7.984 eV
HOMO level ... -15.176 eV

Here are the Löwdin charges for atoms 1 to 99, given in e: 1.852 0.040 -0.185 -0.065 0.069 -1.063 0.267 0.124 0.018 -0.109 -0.201 0.054 -0.186 -0.072 0.088 -1.039 0.107 0.275 0.036 -0.109 -0.202 0.055 0.036 0.091 0.107 0.118 0.129 0.100 0.116 0.134 0.107 0.112 0.103 0.122 0.100 -0.366 0.839 -0.342 0.923 -0.332 0.992 -0.254 -0.308 -0.037 -0.014 -0.014 -0.030 -0.080 -0.310 -0.064 -0.031 -0.021 -0.024 -0.074 -0.314 -0.047 -0.027 -0.021 -0.032 -0.058 -0.335 -0.052 -0.031 -0.023 -0.028 -0.047 -0.331 -0.075 -0.031 -0.029 -0.039 -0.059 -0.304 -0.092 -0.030 -0.022 -0.038 -0.048 0.115 0.128 0.128 0.124 0.090 0.091 0.122 0.127 0.126 0.108 0.108 0.124 0.127 0.125 0.120 0.107 0.122 0.126 0.125 0.123 0.119

no.,Kohn-Sham gap (eV)
1,7.9
2,7.2